This record from the OMol25 dataset describes C33H36Cl4N9O8RbS2 as an isolated structure. The level of theory is wB97M-V/def2-TZVPD.

```
93
Properties=species:S:1:pos:R:3:forces:R:3
Rb -0.51759 1.53767 -0.70668 -0.73 -0.43 -0.30
N -1.63015 -0.28708 -3.37202 0.10 0.05 0.03
C -1.57003 -1.73090 -3.55228 0.00 0.01 -0.02
C -2.75671 -2.37459 -2.84754 -0.03 0.01 0.00
N -2.70453 -2.05471 -1.43539 -0.02 -0.01 0.00
C -3.99017 -1.92898 -0.77812 -0.01 -0.02 -0.02
C -3.82641 -1.14097 0.51829 -0.02 0.00 -0.01
N -3.14106 0.10604 0.24684 0.12 0.04 -0.01
H -2.37646 0.13104 -3.91228 -0.02 -0.01 0.00
H -0.75154 0.16349 -3.61492 0.02 -0.09 -0.05
H -0.64338 -2.08153 -3.09009 0.00 0.00 0.00
H -1.55246 -2.05901 -4.60254 -0.01 0.04 0.01
H -2.75026 -3.45977 -3.00691 0.00 0.00 0.00
H -3.68478 -1.99003 -3.31097 0.01 -0.01 -0.01
H -2.27816 -1.13314 -1.36186 0.02 0.02 0.00
H -4.41507 -2.91664 -0.56356 0.00 0.00 0.01
H -4.71710 -1.39897 -1.42155 -0.01 0.00 0.00
H -3.21165 -1.72327 1.21105 0.00 0.00 0.00
H -4.81882 -1.02547 0.98068 0.00 0.01 0.00
H -2.80278 0.58281 1.07442 0.02 -0.02 0.07
H -3.66973 0.78432 -0.29593 -0.06 -0.04 0.04
N -0.06389 -6.82668 1.46381 -0.03 0.05 0.03
C 0.03299 -5.46231 1.81158 0.01 -0.03 0.01
C -0.43466 -4.52375 0.77816 0.00 0.00 -0.01
C -0.49274 -3.21204 0.98825 0.00 0.00 -0.01
C 1.24775 -1.74428 2.15351 0.05 -0.02 0.01
C 2.05282 -2.86495 2.86818 -0.03 -0.01 0.00
C 0.53199 -5.02652 2.97214 -0.01 -0.01 -0.05
S 1.17648 -0.27558 3.20166 0.01 -0.03 -0.09
O 2.51088 0.29937 3.13641 0.00 0.06 0.01
O 0.75161 -0.73368 4.51230 0.01 -0.03 0.00
N 0.06889 0.51089 2.38694 -0.09 0.05 0.12
C -0.46656 1.64496 2.87266 0.11 0.08 -0.11
N -1.48818 2.15599 2.13604 -0.06 -0.13 -0.02
C -2.07029 3.25758 2.56889 0.05 0.06 0.00
C -1.67626 3.90920 3.73024 0.00 -0.02 -0.02
C -0.60236 3.33451 4.39448 0.01 -0.01 -0.02
N 0.01213 2.23585 3.99267 -0.06 0.04 0.08
H -0.89358 -7.02780 0.92347 0.01 0.00 -0.01
H -0.01260 -7.43727 2.26634 0.01 -0.01 0.00
H -0.76879 -4.93749 -0.16818 0.00 0.00 0.00
H -0.90418 -2.56432 0.21930 0.02 -0.04 0.03
H 2.61080 -2.51911 3.74290 -0.02 0.02 0.00
H 0.84368 -5.74038 3.73050 0.00 0.01 0.00
H -2.87923 3.63821 1.94907 0.00 0.00 0.01
H -2.15703 4.81244 4.07644 0.01 0.00 0.00
H -0.20728 3.79112 5.30012 0.00 -0.01 -0.01
Cl -4.97257 8.33535 -1.34581 0.00 0.00 0.00
C -4.44663 6.66391 -1.24772 0.01 0.00 0.00
C -3.10019 6.35583 -1.35898 -0.01 -0.01 0.00
C -2.70271 5.03879 -1.27897 0.02 0.02 0.04
Cl -0.99947 4.67485 -1.39667 -0.04 0.20 -0.04
C -3.58817 3.92717 -1.08443 -0.03 0.00 0.02
O -3.21062 2.73222 -1.00968 0.09 0.03 -0.01
C -4.95448 4.34955 -0.97439 0.00 0.00 0.00
Cl -6.14411 3.09792 -0.71587 0.00 0.00 0.00
C -5.37924 5.65918 -1.05219 0.00 -0.02 0.00
H -2.36281 7.13363 -1.50315 -0.01 0.00 0.00
H -6.43093 5.89304 -0.95835 0.00 0.00 0.00
O 5.35237 0.55074 -4.53430 -0.04 0.12 0.03
C 5.57779 -0.06018 -3.39866 -0.01 -0.34 -0.13
O 6.70172 -0.28770 -2.99094 -0.01 0.13 0.05
C 4.38104 -0.52406 -2.63467 -0.02 0.02 0.01
C 4.42490 -1.26789 -1.47160 -0.02 0.04 -0.03
Cl 5.76248 -1.77128 -0.54130 0.01 0.01 0.00
N 3.15522 -1.50545 -1.07117 0.02 -0.03 0.05
N 2.27434 -0.90401 -1.89107 -0.05 -0.05 0.02
C 2.98253 -0.32109 -2.83720 0.09 0.05 0.02
C 2.24835 0.51092 -3.87418 -0.14 0.04 -0.03
O 2.93044 0.87840 -4.87652 0.05 0.01 0.03
O 1.06685 0.78389 -3.64076 0.14 0.03 -0.04
C 2.70182 -1.99346 0.19424 -0.03 0.05 0.05
C 1.72331 -1.33393 0.80435 0.03 -0.16 -0.14
C -0.04949 -2.59608 2.27604 -0.03 0.02 0.00
C 0.69986 -3.56382 3.23483 0.01 0.03 0.02
C 2.96096 -3.63231 1.96366 0.01 -0.06 0.02
C 3.28443 -3.22449 0.74143 -0.03 0.02 -0.04
H 4.31756 0.67362 -4.71786 -0.01 -0.02 0.01
H 1.25253 -0.50547 0.29792 0.05 0.12 0.21
H -0.87671 -2.03687 2.71946 0.01 0.01 0.01
H 0.45840 -3.31686 4.26755 -0.01 -0.02 0.01
H 3.36455 -4.56552 2.34171 0.00 0.00 -0.01
H 3.94165 -3.80790 0.11162 0.01 0.00 0.01
C 4.16128 2.48077 1.26033 -0.01 -0.17 0.10
S 3.21897 1.72877 -0.06461 0.22 0.11 -0.02
C 4.02562 2.60362 -1.41730 -0.16 0.04 -0.06
O 1.84493 2.30819 0.03435 0.51 0.19 0.04
H 5.21773 2.25021 1.11399 -0.01 -0.01 0.02
H 3.79141 2.02528 2.17919 0.01 0.03 0.02
H 3.98586 3.55645 1.25388 -0.03 0.00 -0.04
H 5.03966 2.22939 -1.56146 -0.01 -0.03 0.06
H 4.02233 3.67153 -1.19850 0.00 0.01 0.01
H 3.43371 2.41089 -2.31277 0.05 0.01 0.02
```
Forces are in eV/Å.

Highest occupied orbital energy   -2.92 eV
Orbital gap   6.597 eV
Energy relative to the best compared isomer or geometry (same formula, charge and spin)   180.6 kJ/mol
Total charge   -2
Energy   -5035.2446 a.u.

---

This record from the OMol25 dataset describes a 2-piece molecular cluster, C5H14 overall. The level of theory is wB97M-V/def2-TZVPD.

```
19
Properties=species:S:1:pos:R:3:forces:R:3
C 1.35649 0.27306 -0.44253 0.82 -2.19 0.20
C 2.25345 0.68750 0.66015 -0.56 1.04 0.72
C 1.88494 -0.02423 -1.81766 0.02 0.31 0.36
H 0.65771 1.16123 -0.68950 -0.10 0.59 -0.25
H 0.66658 -0.49504 -0.09826 -0.16 0.08 -0.03
H 2.87579 1.57623 0.57358 0.15 -0.14 -0.62
H 1.70576 0.81811 1.59699 0.00 -0.33 0.01
H 2.73501 0.58321 -2.02965 0.44 0.58 -0.44
H 1.17077 -0.03127 -2.62783 -0.38 0.16 -0.47
H 2.90802 -0.19786 0.80312 0.10 -0.14 0.04
H 2.18962 -1.10260 -1.84570 -0.27 -0.04 0.50
C -2.08814 0.02934 1.05214 -0.17 -1.19 -0.10
C -3.17394 -0.90578 0.50772 -0.29 0.62 0.12
H -2.49220 1.00908 1.28340 0.34 0.17 -0.07
H -1.70924 -0.46978 1.94769 0.05 0.48 0.26
H -1.22050 0.04387 0.37429 -0.23 0.47 -0.09
H -2.84672 -1.94130 0.54944 -0.23 -0.06 -0.03
H -3.53722 -0.66636 -0.48410 0.39 0.05 -0.49
H -4.08183 -0.73996 1.08948 0.09 -0.45 0.38
```
Forces are in eV/Å.

Spin multiplicity   2
Highest occupied orbital energy (alpha / beta)   -14.92 / -14.79 eV
<S²>   0.75
Orbital gap (alpha / beta)   11.759 / 3.951 eV
Energy relative to the best compared isomer or geometry (same formula, charge and spin)   39.5 kJ/mol
Total charge   +1
Energy   -198.4719 a.u.

---

This record from the OMol25 dataset describes C2H2Br2Cl2 as an isolated structure. The level of theory is wB97M-V/def2-TZVPD.

```
8
Properties=species:S:1:pos:R:3:forces:R:3
C -0.41045 -0.94146 0.37594 -0.21 1.36 -2.62
C -0.71804 0.18002 -1.02608 -1.37 -0.79 3.20
Cl -0.68965 -2.64839 -0.26491 0.58 1.72 0.79
Cl -1.30535 -0.69003 1.90711 0.34 0.13 -1.31
Br 0.52293 -0.17925 -2.39001 0.19 -0.03 -0.06
Br -2.58133 0.18804 -1.59845 0.29 -0.51 0.00
H 0.64288 -0.61410 0.54168 -0.67 -1.20 0.04
H -0.69180 1.21819 -0.65537 0.85 -0.68 -0.04
```
Forces are in eV/Å.

Highest occupied orbital energy   -10.41 eV
Orbital gap   10.742 eV
Energy relative to the best compared isomer or geometry (same formula, charge and spin)   108.9 kJ/mol
Energy   -6145.7763 a.u.

---

This record from the OMol25 dataset describes a 3-piece molecular cluster, C2H10N2O2 overall. The level of theory is wB97M-V/def2-TZVPD.

```
16
Properties=species:S:1:pos:R:3:forces:R:3
C -0.94270 -0.17313 2.20464 -0.26 -1.05 1.03
N -0.62963 -0.05332 0.81137 1.29 0.27 0.12
C -0.95267 1.02107 0.08718 -0.15 0.65 0.47
N -0.25741 1.41568 -0.94200 -0.60 -0.46 -0.16
H -0.01308 -0.51550 2.69807 -0.35 0.22 -0.19
H -1.26178 0.76945 2.64094 -0.21 -0.03 -0.13
H -1.68190 -0.99012 2.42643 0.41 0.71 -0.43
H 0.22362 -0.63121 0.55051 -0.10 -0.09 -0.68
H -1.73705 1.65168 0.48277 -0.40 -0.16 0.23
H -0.72704 2.25154 -1.30662 0.38 0.08 -0.05
H 0.68571 0.56265 -2.49857 -1.09 0.91 0.24
H 1.17093 -0.54068 -3.43724 0.03 -0.03 -0.22
O 1.40935 0.00040 -2.68205 1.35 -1.26 0.03
H 1.73319 -0.96212 -0.81107 0.27 -0.43 0.57
H 1.31014 -2.32794 -0.26406 0.35 0.04 0.17
O 1.67031 -1.47845 0.03971 -0.93 0.63 -1.00
```
Forces are in eV/Å.

Spin multiplicity   2
Highest occupied orbital energy (alpha / beta)   -15.21 / -15.20 eV
<S²>   0.79
Orbital gap (alpha / beta)   11.298 / 6.844 eV
Energy relative to the best compared isomer or geometry (same formula, charge and spin)   0.0 kJ/mol
Total charge   +1
Energy   -341.8695 a.u.

---

Among the records above, which one has the lowest energy? C2H2Br2Cl2